Molecular formula: C6H12N2
Method: DFT, wB97M-V/def2-TZVPD

Relative energy (zero: lowest compared OMol25 entry of this formula, charge and spin): 9.2 kcal per mole
F_max: 2.492 eV/Å
Highest occupied orbital energy (alpha / beta): -0.5395 / -0.5394 Ha
Calculated total energy: -9388.288 eV
Gap between HOMO and LUMO (alpha / beta): 10.6 / 6.7 eV
2S+1: 2
⟨S²⟩: 0.76
Total charge: +1

Each line ends with the Mulliken spin population.
Atoms and positions in Å:
C1 -0.1356 2.3980 1.5020  0.028
C2 -1.2485 -0.7839 0.4303  0.274
C3 -0.6921 1.2599 0.7659  0.314
C4 -1.2953 1.1781 -0.5235  0.383
N1 -0.6226 -0.0162 1.2987  -0.084
N2 -1.6556 -0.1088 -0.7034  0.008
H1 -1.2941 -1.8534 0.5794  0.014
H2 -2.4669 -0.3473 -1.2650  -0.004
H3 -1.6150 1.9661 -1.1809  0.009
H4 0.6929 2.0696 2.1063  0.008
H5 -0.9222 2.8299 2.1341  0.042
H6 0.2071 3.1534 0.7814  0.003
C5 2.1712 -1.3957 -0.4470  -0.002
C6 2.4252 -2.0396 -1.8294  0.000
H7 1.3275 -1.8773 0.0595  0.003
H8 3.0520 -1.5316 0.1669  0.001
H9 2.0334 -0.3093 -0.5943  0.001
H10 2.5661 -3.0976 -1.6234  0.000
H11 1.5241 -1.9868 -2.4536  0.000
H12 3.2594 -1.5713 -2.3362  0.000


Molecular formula: C27H22N2OsPSe2Te2
Method: DFT, wB97M-V/def2-TZVPD

Relative energy (zero: lowest compared OMol25 entry of this formula, charge and spin): 1.1 kcal per mole
F_max: 2.382 eV/Å
Highest occupied orbital energy (alpha / beta): -0.3813 / -0.3817 Ha
Calculated total energy: -188365.363 eV
Gap between HOMO and LUMO (alpha / beta): 7.3 / 5.9 eV
2S+1: 5
⟨S²⟩: 6.04
Total charge: +1

Each line ends with the Mulliken spin population.
Atoms and positions in Å:
Os1 -0.7348 -1.0732 0.5350  2.450
Se1 1.2929 -1.8907 1.6668  0.339
Te1 5.8755 -3.2100 0.0441  0.871
Te2 4.1824 -4.0837 1.9129  0.157
Se2 2.0443 -3.7585 0.4867  0.072
C1 3.0287 2.6824 3.8897  -0.002
C2 3.7101 2.1030 2.8531  0.000
C3 2.9887 1.5683 1.8021  0.006
C4 1.5860 1.5626 1.7636  0.004
C5 0.9244 2.2319 2.7571  -0.014
C6 1.6561 2.7834 3.8166  0.000
P1 0.6402 0.8421 0.3469  -0.045
C7 1.8469 0.6014 -1.0282  -0.002
C8 2.8581 -0.3529 -0.9078  0.038
C9 3.7620 -0.5193 -1.9725  0.002
C10 3.5898 0.2027 -3.1983  0.010
C11 2.4873 1.0580 -3.2984  0.001
C12 1.6045 1.2443 -2.2367  -0.007
C13 -0.4610 2.1292 -0.1679  -0.020
C14 -0.1279 3.4779 -0.3487  0.022
C15 -1.1239 4.3922 -0.7778  -0.019
C16 -2.3879 3.9106 -1.0293  0.022
C17 -2.7956 2.5744 -0.8048  -0.030
C18 -4.1190 2.1716 -1.0029  0.092
C19 -4.4902 0.8827 -0.6887  -0.033
C20 -3.5491 0.0557 -0.0784  0.016
C21 -2.1601 0.3392 0.0244  0.213
C22 -1.8029 1.6526 -0.3271  -0.123
H1 3.5867 3.1771 4.6689  0.000
H2 4.7968 2.0254 2.7870  0.000
H3 3.5128 1.1584 0.9732  0.002
H4 -0.1215 2.3669 2.8248  -0.005
H5 1.1529 3.3259 4.6201  0.000
H6 3.0597 -0.8821 0.0028  -0.013
H7 4.5970 -1.1937 -1.8304  -0.020
H8 4.3314 0.1773 -4.0002  0.001
H9 2.4158 1.6177 -4.2190  0.000
H10 0.7045 1.8358 -2.3522  -0.002
H11 0.8807 3.8656 -0.1197  0.000
H12 -0.9275 5.4478 -0.9694  -0.001
H13 -3.1446 4.6414 -1.3868  0.000
H14 -4.8644 2.8407 -1.3247  0.005
H15 -5.5068 0.4971 -0.7816  -0.001
H16 -3.9618 -0.8790 0.3830  -0.004
N1 -2.2248 -2.5381 -1.9817  0.023
C23 -2.2320 -3.4058 -0.8939  0.004
C24 -2.7142 -4.7375 -1.0559  -0.011
C25 -2.7456 -5.5748 -0.0037  0.011
C26 -2.3241 -5.1423 1.2921  -0.008
C27 -1.8844 -3.8467 1.3672  0.023
N2 -1.8688 -2.9549 0.2934  -0.027
H17 -2.6277 -2.8197 -2.8525  -0.001
H18 -2.5526 -1.5612 -1.7438  0.008
H19 -2.8915 -5.0981 -2.0621  0.000
H20 -3.0887 -6.5687 -0.1214  0.000
H21 -2.2370 -5.7972 2.1310  0.000
H22 -1.4459 -3.5555 2.3240  -0.003


Molecular formula: C8H14O2
Method: DFT, wB97M-V/def2-TZVPD

Structure (SMILES): C=C1O[C@@]1(C)CO.C=CC
Relative energy (zero: lowest compared OMol25 entry of this formula, charge and spin): 121.8 kcal per mole
F_max: 3.619 eV/Å
Highest occupied orbital energy (alpha / beta): -0.2774 / -0.2774 Ha
Calculated total energy: -12612.796 eV
Gap between HOMO and LUMO (alpha / beta): 7.7 / 7.7 eV
2S+1: 1

Each line ends with the natural charge from an NBO analysis.
Atoms and positions in Å:
C1 -0.3944 1.7238 -1.0428  -0.483
C2 -0.4154 0.5744 -0.3324  0.289
O1 -1.5718 -0.0858 0.0902  -0.507
C3 -0.6506 -0.8954 -0.6510  0.201
C4 0.0241 -1.9826 0.0768  -0.645
C5 -1.0711 -1.1982 -2.0736  -0.080
O2 0.1186 -1.4382 -2.8127  -0.720
H1 -1.2357 2.3965 -1.0225  0.209
H2 0.5187 2.0601 -1.5048  0.208
H3 0.5520 -1.5219 0.9809  0.246
H4 -0.6819 -2.6996 0.4904  0.222
H5 0.7894 -2.4579 -0.5308  0.235
H6 -1.6192 -0.3345 -2.4712  0.183
H7 -1.7269 -2.0820 -2.0836  0.167
H8 -0.1210 -1.6707 -3.7159  0.474
C6 1.3706 -0.2070 1.8757  -0.417
C7 0.9673 0.9342 1.1929  -0.211
C8 0.2084 1.9812 1.9870  -0.636
H9 0.8619 -0.5072 2.7824  0.200
H10 2.3316 -0.6603 1.6830  0.210
H11 1.7268 1.3557 0.5399  0.205
H12 0.7324 2.2451 2.9035  0.217
H13 0.0639 2.8757 1.3798  0.216
H14 -0.7778 1.5944 2.2588  0.219


Molecular formula: C4H15N2O
Method: DFT, wB97M-V/def2-TZVPD

Relative energy (zero: lowest compared OMol25 entry of this formula, charge and spin): 52.4 kcal per mole
F_max: 3.796 eV/Å
Highest occupied orbital energy (alpha / beta): -0.6988 / -0.6985 Ha
Calculated total energy: -9398.632 eV
Gap between HOMO and LUMO (alpha / beta): 11.8 / 5.6 eV
2S+1: 2
⟨S²⟩: 0.75
Total charge: +2

Each line ends with the Mulliken spin population.
Atoms and positions in Å:
N1 -1.1988 -1.2538 1.3945  0.833
C1 0.1700 -1.1367 0.9122  0.035
C2 0.2702 -0.1628 -0.3032  0.011
N2 -0.2478 1.1915 0.2173  0.015
C3 -1.5724 1.5267 -0.4898  -0.001
C4 0.5804 2.4103 0.1660  -0.002
H1 -1.4036 -1.8624 2.1971  -0.008
H2 -1.7599 -1.6148 0.6152  -0.013
H3 -0.4918 1.0817 1.2090  0.004
H4 0.5598 -2.1068 0.5388  0.104
H5 0.8448 -0.7166 1.6917  0.014
H6 -0.2153 -0.4404 -1.2665  -0.002
H7 1.2692 -0.0590 -0.7045  -0.001
H8 -1.9172 2.4700 -0.0912  -0.001
H9 -2.1762 0.6294 -0.3690  0.008
H10 -1.3357 1.5102 -1.5417  -0.001
H11 0.8976 2.7431 -0.8149  0.001
H12 1.5135 2.3587 0.7341  0.000
H13 0.0641 3.2386 0.6492  0.000
H14 1.7880 -3.0980 -1.1533  -0.001
H15 2.1408 -2.1094 -2.3133  0.001
O1 1.7052 -2.1931 -1.4573  0.005


The highest 2S+1 belongs to which entry?
C27H22N2OsPSe2Te2


Which of these has the lowest relative energy (zero: lowest compared OMol25 entry of this formula, charge and spin)?
C27H22N2OsPSe2Te2


Which of these has the highest F_max?
C4H15N2O